Below is BrTi as an isolated structure, with properties calculated with ωB97M-V with the def2-TZVPD basis set.

Geometry as XYZ:
```
2
Properties=species:S:1:pos:R:3:forces:R:3
Ti -0.136 -0.335 -0.988 -0.76 -1.88 -5.54
Br 0.136 0.335 0.988 0.76 1.88 5.54
```
Forces are in eV/Å.

Values from the calculation:
energy relative to the best compared isomer or geometry (same formula, charge and spin)	0.644	eV
LUMO energy (spin up / spin down)	-0.2 / -0.1	eV
2S+1	4

Charges obtained by Löwdin population analysis, quoted in units of e: 0.02 -0.02

Below is a 8-piece molecular cluster, C26H66N2O16 overall, with properties calculated with ωB97M-V with the def2-TZVPD basis set.

Geometry as XYZ:
```
110
Properties=species:S:1:pos:R:3:forces:R:3
C 0.312 3.489 6.284 -0.82 0.19 0.08
N 1.336 3.644 5.234 0.36 1.16 1.19
O 1.734 4.762 5.009 -0.33 0.87 -0.22
O 1.840 2.664 4.794 0.46 -2.12 -0.92
H -0.413 4.289 6.189 0.04 0.12 -0.07
H 0.816 3.589 7.238 0.15 -0.07 0.05
H -0.179 2.530 6.187 0.11 -0.15 -0.07
C 0.441 -0.702 5.275 -0.69 -1.36 -0.42
N -0.937 -0.921 4.703 -0.62 0.00 0.03
O -1.466 -2.018 4.840 0.69 0.83 -0.02
O -1.465 0.032 4.150 0.29 -0.31 0.26
H 0.409 0.181 5.886 0.16 0.34 -0.01
H 1.117 -0.678 4.428 0.08 0.40 -0.08
H 0.625 -1.612 5.828 0.21 0.05 0.35
C -3.017 5.730 1.423 -0.74 0.12 0.30
O -2.434 5.098 0.329 -0.77 -0.11 -0.35
C -1.267 5.738 -0.017 1.59 -0.31 0.64
C -0.725 5.194 -1.310 -0.09 0.18 -0.51
O -0.803 3.781 -1.406 -0.30 0.18 0.14
C -1.017 3.433 -2.746 0.19 0.91 -1.00
H -3.105 6.817 1.263 0.11 -0.15 0.10
H -2.452 5.530 2.336 0.08 0.12 0.15
H -4.025 5.333 1.533 0.03 -0.06 0.10
H -0.503 5.578 0.779 -0.28 0.10 -0.15
H -1.411 6.826 -0.094 0.06 -0.05 -0.18
H 0.326 5.497 -1.404 -0.08 0.15 -0.13
H -1.301 5.647 -2.132 0.13 -0.12 0.06
H -0.266 3.943 -3.385 0.01 -0.51 0.13
H -1.973 3.821 -3.149 -0.02 -0.25 0.45
H -0.976 2.365 -2.904 0.12 -0.24 0.28
C -4.442 -2.819 3.302 -0.75 0.26 0.37
O -3.410 -3.471 2.653 1.24 0.02 -0.52
C -2.536 -2.571 1.974 -0.97 0.49 -0.77
C -1.276 -3.264 1.566 0.24 0.73 1.46
O -1.565 -4.214 0.620 -0.14 -0.52 -0.94
C -0.395 -4.845 0.186 0.21 -0.52 -0.02
H -4.086 -2.152 4.099 0.06 0.05 -0.15
H -5.064 -3.586 3.769 -0.04 0.07 -0.09
H -5.054 -2.244 2.591 -0.03 0.02 0.14
H -2.343 -1.668 2.557 0.19 -0.21 0.31
H -3.017 -2.172 1.041 0.03 -0.46 0.46
H -0.817 -3.727 2.463 -0.02 0.11 -0.17
H -0.568 -2.514 1.174 -0.22 -0.18 0.16
H 0.439 -4.137 0.093 -0.11 -0.06 -0.13
H -0.609 -5.291 -0.781 0.11 -0.08 -0.10
H -0.095 -5.641 0.888 0.00 0.15 -0.10
C 6.178 3.411 4.440 -0.39 -0.01 0.50
O 5.415 2.239 4.266 0.18 0.22 -0.57
C 5.415 1.433 5.399 -0.79 -0.41 -0.08
C 4.690 0.120 5.065 0.29 0.50 0.60
O 5.318 -0.539 3.988 -0.02 0.74 0.62
C 4.481 -1.362 3.247 0.03 -1.24 -0.73
H 6.405 3.786 3.453 0.10 0.23 -0.14
H 7.100 3.207 5.001 0.05 -0.03 -0.22
H 5.609 4.159 5.020 0.11 -0.05 -0.21
H 4.800 1.923 6.183 0.47 -0.21 0.15
H 6.450 1.293 5.718 -0.01 -0.26 0.34
H 3.646 0.413 4.859 0.17 -0.26 -0.37
H 4.671 -0.500 5.986 0.06 0.04 -0.35
H 3.465 -0.972 3.140 0.01 0.07 0.03
H 4.441 -2.398 3.647 -0.19 0.43 0.16
H 4.922 -1.485 2.246 -0.15 0.26 0.21
C -4.431 -1.650 -3.027 -0.64 0.09 0.27
O -3.563 -0.548 -2.799 -0.37 -0.72 0.53
C -3.620 0.381 -3.825 2.08 -0.82 -1.50
C -4.711 1.347 -3.747 0.25 0.95 1.95
O -5.861 0.769 -4.222 -0.29 -0.47 -1.03
C -6.863 1.710 -4.354 -1.16 -0.04 0.20
H -4.455 -2.240 -2.113 0.29 -0.16 -0.12
H -4.112 -2.245 -3.894 0.13 0.01 0.19
H -5.467 -1.324 -3.210 0.33 0.01 -0.02
H -3.651 -0.150 -4.797 -0.23 0.15 0.11
H -2.643 0.873 -3.856 -0.10 0.28 0.29
H -4.425 2.306 -4.206 -0.30 -0.17 -0.43
H -4.857 1.564 -2.670 0.13 0.25 -0.14
H -7.676 1.225 -4.888 -0.12 0.15 -0.16
H -6.504 2.579 -4.906 -0.15 0.21 -0.02
H -7.252 1.993 -3.365 0.10 0.31 -0.12
C -0.379 -1.111 -2.634 -0.31 -0.60 -0.36
O 0.527 -1.265 -1.567 0.27 -0.05 -1.53
C 0.241 -0.518 -0.459 -1.17 0.54 0.69
C 1.270 -0.899 0.522 1.06 0.06 1.77
O 0.932 -0.451 1.848 0.56 -1.12 -0.14
C 1.121 0.895 2.146 -0.41 1.00 -0.80
H 0.151 -1.461 -3.521 -0.20 -0.10 -0.03
H -0.763 -0.101 -2.843 0.48 0.12 0.47
H -1.270 -1.719 -2.442 0.05 -0.03 -0.16
H -0.734 -0.792 -0.014 -0.03 0.23 -0.26
H 0.238 0.562 -0.661 -0.06 0.00 -0.09
H 2.276 -0.568 0.210 -0.24 0.05 0.21
H 1.292 -1.989 0.615 0.11 0.17 -0.18
H 0.721 1.056 3.135 -0.08 0.12 0.24
H 0.529 1.501 1.442 0.18 0.19 0.24
H 2.158 1.262 2.123 0.04 -0.40 -0.08
C 4.816 -5.476 -5.468 -0.04 -0.55 0.49
O 3.716 -4.608 -5.382 0.92 0.24 0.84
C 2.839 -4.756 -6.421 -1.08 -0.81 -1.56
C 2.457 -3.433 -7.032 0.09 0.03 -0.53
O 1.587 -2.780 -6.178 -1.33 1.36 0.46
C 0.938 -1.651 -6.798 0.02 -0.62 0.26
H 5.301 -5.405 -6.447 0.11 0.02 0.09
H 4.518 -6.525 -5.287 0.01 0.23 -0.21
H 5.496 -5.212 -4.664 0.19 0.13 -0.09
H 1.931 -5.297 -6.104 0.00 0.32 0.11
H 3.240 -5.405 -7.224 0.20 0.32 0.17
H 1.959 -3.582 -8.005 0.22 -0.23 0.02
H 3.333 -2.784 -7.180 0.18 -0.34 -0.18
H 1.543 -1.270 -7.634 -0.17 0.03 0.25
H 0.789 -0.872 -6.048 0.22 -0.07 -0.04
H -0.068 -1.930 -7.165 0.44 -0.07 -0.04
```
Forces are in eV/Å.

Values from the calculation:
energy relative to the best compared isomer or geometry (same formula, charge and spin)	1.361	eV
LUMO energy	0.1	eV

These are the Löwdin partial charges, in e, on atoms 1 to 99: 0.05 -0.46 0.08 0.07 0.10 0.11 0.08 0.07 -0.40 0.07 0.05 0.08 0.08 0.10 -0.12 -0.16 -0.25 -0.21 -0.16 -0.12 0.09 0.09 0.09 0.14 0.13 0.13 0.12 0.10 0.09 0.06 -0.14 -0.16 -0.20 -0.25 -0.15 -0.10 0.08 0.09 0.09 0.09 0.14 0.14 0.09 0.08 0.09 0.09 -0.10 -0.18 -0.23 -0.20 -0.16 -0.12 0.09 0.09 0.09 0.13 0.12 0.11 0.13 0.07 0.09 0.09 -0.09 -0.18 -0.25 -0.26 -0.18 -0.12 0.09 0.09 0.08 0.14 0.11 0.13 0.15 0.09 0.09 0.10 -0.07 -0.16 -0.26 -0.19 -0.21 -0.13 0.08 0.07 0.09 0.14 0.13 0.14 0.11 0.04 0.10 0.10 -0.11 -0.16 -0.25 -0.25 -0.19

Below is a 2-piece molecular cluster, C2H2ClNO2 overall, with properties calculated with ωB97M-V with the def2-TZVPD basis set.

Geometry as XYZ:
```
8
Properties=species:S:1:pos:R:3:forces:R:3
C -1.797 -0.518 -0.940 1.06 0.52 0.19
N -1.197 -0.520 0.066 -1.74 -0.87 -0.42
O -0.834 -0.701 1.180 0.52 0.08 0.72
H -1.651 -0.139 -1.919 -0.30 0.03 -0.51
O 0.852 1.502 -0.156 0.29 -0.82 0.99
C 1.278 0.592 0.502 -0.21 1.88 -2.40
Cl 2.158 -0.681 -0.272 0.41 -0.68 -0.10
H 1.191 0.465 1.539 -0.02 -0.14 1.52
```
Forces are in eV/Å.

Values from the calculation:
energy relative to the best compared isomer or geometry (same formula, charge and spin)	3.313	eV
LUMO energy	0.3	eV

Charges obtained by Löwdin population analysis, quoted in units of e: 0.16 -0.23 0.02 0.08 -0.01 -0.74 0.66 0.06

Below is C2H5N3O as an isolated structure, with properties calculated with ωB97M-V with the def2-TZVPD basis set.

Geometry as XYZ:
```
11
Properties=species:S:1:pos:R:3:forces:R:3
N 0.646 -1.363 1.196 -0.33 0.06 -0.34
C 0.040 0.293 -1.391 -0.08 -0.06 0.16
C -0.175 -0.717 0.319 0.04 0.43 0.07
O -0.303 2.250 -0.015 -0.14 -0.50 -0.18
N 0.207 0.938 -0.207 0.21 -0.16 0.23
N -0.019 -0.972 -1.081 0.12 0.27 0.01
H -1.250 2.226 -0.219 0.11 0.00 0.02
H 0.402 -1.368 2.173 0.26 0.08 -0.14
H 1.615 -1.439 0.926 -0.12 -0.04 0.23
H 0.027 0.744 -2.378 -0.09 -0.01 0.00
H -1.192 -0.592 0.678 0.03 -0.06 -0.05
```
Forces are in eV/Å.

Values from the calculation:
energy relative to the best compared isomer or geometry (same formula, charge and spin)	4.071	eV
LUMO energy	0.7	eV

Charges obtained by Löwdin population analysis, quoted in units of e: 0.11 -0.23 -0.34 -0.05 -0.08 0.06 0.08 0.09 0.10 0.12 0.14

Look up the energy relative to the best compared isomer or geometry (same formula, charge and spin) of the first one. 0.644 eV

Among the records above, which one has the highest energy relative to the best compared isomer or geometry (same formula, charge and spin)? C2H5N3O